<i>
The following is a DFT calculation (ωB97M-V/def2-TZVPD) of a cluster of 13 separate species, H26O13 in total.

Element x y z (Å)
O  -2.742  -0.233  1.588
H  -3.179  -0.731  2.241
H  -3.474  0.222  1.153
O  2.281  -1.371  1.688
H  1.995  -2.289  1.845
H  1.499  -0.921  1.958
O  3.279  1.642  -0.129
H  2.645  1.127  -0.671
H  4.051  1.024  -0.109
O  -1.451  -2.735  0.442
H  -1.439  -3.521  1.021
H  -1.123  -2.035  1.032
O  2.338  -1.534  -0.986
H  1.584  -2.117  -1.202
H  2.171  -1.283  -0.093
O  0.110  2.523  -1.360
H  0.210  2.775  -0.415
H  0.796  1.920  -1.687
O  -2.320  1.270  -0.859
H  -1.472  1.486  -1.276
H  -2.453  2.112  -0.422
O  -1.734  2.077  2.638
H  -1.994  1.225  2.288
H  -1.993  2.013  3.563
O  0.433  3.320  1.391
H  -0.201  2.843  1.948
H  0.241  4.237  1.415
O  0.127  -0.061  0.188
H  -0.536  0.519  0.440
H  -0.233  -0.327  -0.648
O  -1.300  -1.149  -2.355
H  -1.880  -1.275  -1.671
H  -0.613  -1.889  -2.228
O  1.804  0.703  -2.150
H  2.440  0.949  -2.836
H  1.958  -0.241  -1.846
O  0.284  -3.174  -1.459
H  0.182  -4.046  -1.767
H  -0.293  -3.058  -0.669

Values from the calculation:
HOMO level   -9.82 eV
E_LUMO   -0.54 eV
Molar mass   234.20 g/mol
Frontier orbital gap   9.28 eV



<ii>
The following is a DFT calculation (ωB97M-V/def2-TZVPD) of a cluster of 13 separate species, H26O13 in total.

Element x y z (Å)
O  2.953  -0.113  -1.752
H  3.664  -0.363  -2.337
H  3.416  0.020  -0.904
O  2.550  -0.377  1.661
H  2.970  -0.582  2.497
H  1.636  -0.654  1.585
O  -3.057  0.147  -0.239
H  -3.406  0.923  -0.687
H  -2.103  0.281  -0.326
O  -2.012  -1.872  0.802
H  -2.002  -1.659  1.750
H  -2.936  -1.823  0.527
O  2.917  1.927  0.033
H  2.564  1.256  0.649
H  2.464  1.880  -0.833
O  -0.890  2.017  3.618
H  -0.859  2.820  3.113
H  -1.441  1.256  3.460
O  -0.136  0.126  -3.036
H  -0.703  -0.534  -2.623
H  0.363  0.499  -2.285
O  1.274  -2.940  1.287
H  0.939  -3.123  0.395
H  0.525  -3.022  1.897
O  1.327  -2.066  -2.332
H  1.608  -2.832  -1.840
H  2.002  -1.371  -2.170
O  1.915  2.734  -2.357
H  2.682  2.382  -2.831
H  1.184  2.356  -2.876
O  -2.505  -0.104  3.090
H  -3.340  -0.458  2.726
H  -2.640  -0.510  3.960
O  -2.543  -1.783  -2.349
H  -2.831  -1.245  -1.596
H  -2.664  -2.671  -2.006
O  -1.166  2.894  0.894
H  -1.498  3.792  0.766
H  -0.220  2.794  0.671

Values from the calculation:
HOMO level   -10.48 eV
E_LUMO   -0.17 eV
Molar mass   234.20 g/mol
Frontier orbital gap   10.30 eV



<iii>
The following is a DFT calculation (ωB97M-V/def2-TZVPD) of a cluster of 13 separate species, H26O13 in total.

Element x y z (Å)
H  -0.881  0.686  -0.453
H  0.214  0.450  -1.644
H  -2.939  -2.664  -0.947
H  -2.732  -2.738  0.618
H  1.063  3.588  2.821
H  1.721  2.143  2.639
H  3.881  -2.146  -1.381
H  3.242  -2.485  -0.036
H  -2.486  -0.004  1.766
H  -3.229  0.682  0.697
H  -2.254  0.552  -2.739
H  -1.612  -0.456  -1.780
H  3.077  0.099  1.163
H  4.227  -0.429  0.451
H  0.508  -3.377  1.690
H  1.659  -2.564  2.157
H  -4.637  1.046  -0.554
H  -5.460  2.309  -0.594
H  1.474  -2.071  -1.743
H  0.128  -1.550  -1.199
H  1.302  4.389  -1.725
H  0.560  3.008  -1.556
H  2.592  1.926  0.450
H  2.793  1.133  -0.933
H  -0.028  -1.104  1.713
H  -1.055  -0.478  2.776
O  -0.005  0.259  -0.714
O  -2.477  -2.309  -0.222
O  1.577  3.049  2.281
O  3.057  -2.080  -0.903
O  -3.310  0.443  1.623
O  -2.279  -0.380  -2.494
O  3.313  -0.124  0.309
O  1.230  -2.888  1.339
O  -5.479  1.364  -0.225
O  0.550  -1.752  -2.043
O  1.329  3.467  -1.989
O  2.361  1.887  -0.526
O  -0.994  -0.881  1.903

Values from the calculation:
HOMO level   -9.58 eV
E_LUMO   -0.64 eV
Molar mass   234.19 g/mol
Frontier orbital gap   8.95 eV



<i> is favored, and the nearest alternative lies 0.0477 hartree above it.



<i>
The following is a DFT calculation (ωB97M-V/def2-TZVPD) of the molecule C2H2O3.

Element x y z (Å)
C  -1.709  0.036  0.052
C  -0.350  -0.191  0.324
O  -2.705  0.625  -0.069
O  -1.296  -1.230  -0.244
O  0.675  0.122  -0.455
H  -0.188  -0.218  1.369
H  0.270  0.303  -1.299

Values from the calculation:
HOMO level   -10.54 eV
E_LUMO   0.55 eV
Molar mass   74.03 g/mol
Frontier orbital gap   11.09 eV
SMILES string   O=C1O[C@H]1O



<ii>
The following is a DFT calculation (ωB97M-V/def2-TZVPD) of a cluster of 2 separate species, C2H2O3 in total.

Element x y z (Å)
C  0.641  -0.113  0.535
C  -0.374  -0.179  -0.299
O  1.362  -1.120  -0.162
O  0.366  -1.026  -1.149
O  -1.513  0.431  -0.686
H  1.021  0.686  1.969
H  -1.504  1.320  -0.208

Values from the calculation:
HOMO level   -9.13 eV
E_LUMO   -0.02 eV
Molar mass   74.03 g/mol
Frontier orbital gap   9.11 eV



<iii>
The following is a DFT calculation (ωB97M-V/def2-TZVPD) of the molecule C2H2O3.

Element x y z (Å)
C  -0.604  -0.748  0.448
C  0.287  0.183  -0.664
O  0.616  -1.294  0.812
O  1.284  -0.514  -0.122
O  -0.603  0.897  0.536
H  0.594  0.542  -1.646
H  -1.573  0.935  0.637

Values from the calculation:
HOMO level   -8.84 eV
E_LUMO   0.53 eV
Molar mass   74.03 g/mol
Frontier orbital gap   9.38 eV



<i> is favored, and the nearest alternative lies 0.2240 hartree above it.